1.
ORCA calculation (ωB97M-V/def2-TZVPD) on a molecular structure, C22H40BMnN12OS.

The energy above the lowest of the compared OMol25 structures with the same formula, charge and spin comes out at 0.00 kcal per mole. The total charge is +3. The spin multiplicity is 2. The calculation puts the gap between HOMO and LUMO (spin up / spin down) at 4.56 / 4.37 eV. The HOMO energy (spin up / spin down) comes out at -15.5 / -15.5 eV. As for the expectation value of S²: 0.822. As for the lowest unoccupied orbital energy (spin up / spin down): -10.9 / -11.1 eV.

Each line ends with the Löwdin charge.
Geometry (Å):
Mn1 -0.06304 0.30333 0.20136  0.742
C1 1.75323 1.74780 2.90752  -0.020
C2 2.13016 0.41944 2.32992  -0.287
C3 3.09712 -0.44372 2.82396  0.040
C4 3.10854 -1.52046 1.95492  0.009
N1 2.21398 -1.30024 0.99244  0.055
N2 1.59751 -0.11316 1.20442  0.003
B1 1.68080 -2.21552 -0.14381  -0.647
N3 1.57748 -1.35395 -1.44257  0.051
C5 2.06319 -1.66853 -2.64401  0.024
C6 1.63919 -0.71751 -3.55244  0.042
C7 0.86082 0.16939 -2.82002  -0.294
C8 0.14419 1.36049 -3.37409  -0.044
N4 0.82858 -0.22395 -1.52792  -0.011
N5 0.23331 -2.56983 0.25276  0.062
C9 -0.35378 -3.74357 0.47766  0.018
C10 -1.70677 -3.52684 0.67085  0.041
C11 -1.88993 -2.16171 0.53478  -0.285
C12 -3.20441 -1.46055 0.56384  -0.005
N6 -0.69551 -1.56629 0.30399  0.017
N7 2.57750 -3.37323 -0.38272  -0.023
C13 3.94084 -3.37012 -0.50654  -0.082
C14 4.31103 -4.53830 -1.10035  0.009
C15 3.09690 -5.22921 -1.34415  -0.325
C16 2.91642 -6.56916 -1.97509  -0.015
N8 2.06727 -4.51871 -0.92873  0.119
H1 2.49148 2.50891 2.63553  0.094
H2 1.76493 1.69429 3.99517  0.107
H3 0.76190 2.07432 2.59719  0.048
H4 3.70225 -0.30924 3.70427  0.133
H5 3.68622 -2.42978 1.97522  0.144
H6 2.67407 -2.54783 -2.77784  0.143
H7 1.85595 -0.67672 -4.60608  0.132
H8 -0.82419 1.07271 -3.78708  0.094
H9 0.72534 1.79219 -4.18730  0.099
H10 -0.03979 2.14329 -2.63535  0.012
H11 0.22526 -4.65032 0.43737  0.130
H12 -2.46673 -4.26729 0.85139  0.131
H13 -3.99505 -2.20366 0.63886  0.104
H14 -3.35865 -0.90707 -0.36082  0.057
H15 -3.30514 -0.78493 1.41387  0.062
H16 4.54197 -2.53637 -0.17924  0.124
H17 5.31026 -4.87081 -1.32478  0.120
H18 3.53163 -7.31618 -1.47582  0.090
H19 3.21912 -6.54685 -3.02186  0.088
H20 1.87512 -6.87818 -1.92208  0.081
N9 1.38173 6.04987 -0.38229  0.214
C17 1.76515 4.58902 -0.46247  -0.109
C18 0.60177 3.66651 -0.08868  -0.221
N10 1.01024 2.25659 -0.17809  0.006
H21 2.15601 6.64683 -0.69102  0.188
H22 1.14764 6.33518 0.57273  0.183
H23 0.57855 6.27063 -0.97747  0.183
H24 2.61516 4.45799 0.20577  0.142
H25 2.09796 4.41468 -1.48499  0.145
H26 -0.25000 3.83193 -0.75049  0.095
H27 0.26793 3.86250 0.93258  0.128
H28 1.78484 2.08713 0.45924  0.077
H29 1.37714 2.04619 -1.10502  0.085
C19 -1.29433 0.22643 2.80597  -0.094
O1 -1.01217 0.91760 1.59382  -0.376
H30 -2.36579 0.28226 3.01547  0.089
H31 -0.78008 0.75258 3.61376  0.104
H32 -0.98349 -0.81536 2.77079  0.098
C20 -6.05119 1.81250 -0.74348  -0.011
N11 -4.63080 1.46725 -0.93648  -0.002
C21 -3.59870 1.68347 -0.14362  -0.720
S1 -2.02921 1.54055 -0.94176  0.809
N12 -3.65107 2.05609 1.11604  0.004
C22 -4.81216 2.09648 2.01969  -0.018
H33 -6.50756 1.85055 -1.72803  0.106
H34 -6.14909 2.79203 -0.28710  0.093
H35 -6.56194 1.05820 -0.15028  0.097
H36 -4.40008 1.06162 -1.83228  0.129
H37 -2.74354 2.21689 1.52866  0.102
H38 -5.40691 2.99362 1.87202  0.095
H39 -4.42816 2.10545 3.03595  0.098
H40 -5.42844 1.21039 1.89446  0.095

Cartesian forces (eV/Å) of the 3 atoms listed first:
-1.4341 1.1331 0.9494
-0.0049 -0.0004 -0.0390
0.1376 0.1054 0.2782

---

2.
ORCA calculation (ωB97M-V/def2-TZVPD) on 4 unconnected molecules or ions with the total composition C22H40BN5O9PS.

The total charge is -1. The spin multiplicity is 1. The calculation puts the gap between HOMO and LUMO at 6.23 eV. The HOMO energy comes out at -4.5 eV. As for the lowest unoccupied orbital energy: 1.8 eV.

Each line ends with the Löwdin charge.
Geometry (Å):
C1 -2.67072 4.57322 2.33910  -0.103
C2 -2.26662 3.18350 2.92059  -0.233
C3 -2.71215 1.97768 2.00315  -0.282
O1 -2.57910 2.24865 0.62699  -0.280
P1 -1.21406 1.50341 -0.14887  0.607
C4 -2.27674 1.26491 -1.77812  -0.225
O2 -1.47643 1.49138 -2.98562  -0.141
N1 -1.23349 0.35064 -3.63683  -0.049
O3 -1.04063 0.57871 -4.79618  -0.022
B1 -0.74404 3.20552 -1.00843  -0.516
N2 0.67083 3.64695 -1.23089  0.088
O4 -1.78562 4.09680 -1.50976  0.018
O5 -1.69533 -0.15679 0.20829  -0.297
C5 -0.45890 -0.67869 0.75377  -0.225
C6 0.30465 0.41620 1.59760  -0.355
C7 1.82972 0.21970 1.88651  -0.122
C8 2.53738 -0.87726 1.02084  -0.177
C9 2.53799 -2.23666 1.80463  -0.198
C10 3.94884 -2.53246 2.46677  -0.214
S1 4.68320 -4.04434 1.71555  0.697
O6 4.07972 -5.22037 2.37743  -0.315
O7 4.47169 -4.06015 0.23267  -0.344
O8 6.32727 -3.96739 1.93002  -0.184
O9 -0.09728 1.72642 1.18617  -0.261
H1 -3.77272 4.69419 2.30689  0.077
H2 -2.31042 5.34009 3.06774  0.068
H3 -2.17378 4.74988 1.36957  0.052
H4 -2.71705 3.10765 3.93882  0.099
H5 -1.16461 3.12297 3.04552  0.091
H6 -3.81129 1.86476 2.20131  0.121
H7 -2.24736 1.03615 2.35525  0.079
H8 -0.12822 0.94467 -0.93615  0.056
H9 -3.19557 1.89543 -1.78001  0.093
H10 -2.64655 0.21668 -1.84532  0.084
H11 0.83794 3.81540 -2.22643  0.053
H12 0.80423 4.56677 -0.80451  0.048
H13 -2.01708 4.66818 -0.77271  0.054
H14 -0.79283 -1.59373 1.29413  0.120
H15 0.09263 -1.09919 -0.12146  0.098
H16 -0.15442 0.25220 2.61271  0.101
H17 2.00702 0.04290 2.97220  0.109
H18 2.31919 1.20028 1.67529  0.119
H19 3.60524 -0.56462 0.92207  0.101
H20 2.15067 -0.96412 -0.00819  0.108
H21 2.29441 -3.11921 1.18106  0.090
H22 1.82071 -2.22601 2.65352  0.115
H23 4.63328 -1.65984 2.40127  0.100
H24 3.81510 -2.74085 3.54741  0.103
H25 6.59838 -3.27695 1.30566  0.077
N3 0.16417 -5.72509 -0.62760  0.000
C11 -0.93866 -5.57423 -1.42504  -0.149
C12 -0.57955 -4.79743 -2.49694  -0.113
C13 0.79244 -4.47224 -2.34236  -0.108
C14 1.22536 -5.06161 -1.18154  -0.139
H26 0.19128 -6.24244 0.23115  0.140
H27 -1.87947 -6.02843 -1.16076  0.100
H28 -1.23001 -4.49600 -3.30216  0.089
H29 1.39486 -3.87388 -3.00665  0.091
H30 2.19158 -5.06044 -0.70073  0.091
N4 -1.38684 0.50175 5.05052  0.017
C15 -1.02683 0.85759 6.32065  -0.143
C16 -1.72737 0.06603 7.19634  -0.126
C17 -2.53701 -0.80312 6.42219  -0.122
C18 -2.30265 -0.51119 5.10152  -0.135
H31 -1.03312 0.92199 4.20689  0.100
H32 -0.30712 1.64118 6.49186  0.103
H33 -1.66405 0.10704 8.27223  0.083
H34 -3.21444 -1.55723 6.78994  0.084
H35 -2.70833 -0.93501 4.19705  0.110
N5 0.31657 1.44622 -7.24552  0.014
C19 -0.73567 1.61866 -8.09785  -0.140
C20 -0.29350 2.34409 -9.17686  -0.128
C21 1.08189 2.61457 -8.96672  -0.131
C22 1.42917 2.04468 -7.76679  -0.145
H36 0.27654 0.95344 -6.36738  0.102
H37 -1.70614 1.21358 -7.86414  0.106
H38 -0.89209 2.64543 -10.02190  0.081
H39 1.74253 3.16346 -9.61926  0.081
H40 2.36941 2.01540 -7.24115  0.102

Cartesian forces (eV/Å) of the 3 atoms listed first:
0.4874 -0.1477 1.0700
0.0870 -0.1712 -0.4488
-1.5387 1.0360 1.0838

---

3.
ORCA calculation (ωB97M-V/def2-TZVPD) on 4 unconnected molecules or ions with the total composition C22H40ClN2O3.

The total charge is +1. The spin multiplicity is 1. The calculation puts the gap between HOMO and LUMO at 9.04 eV. The HOMO energy comes out at -11.8 eV. As for the lowest unoccupied orbital energy: -2.7 eV.

Each line ends with the Löwdin charge.
Geometry (Å):
C1 4.56098 -1.94860 3.15294  -0.126
C2 4.30490 -1.22705 1.83812  -0.242
C3 2.84819 -1.22339 1.31794  -0.560
Cl1 1.65373 -1.73106 2.52949  0.764
C4 2.39270 0.08866 0.74996  -0.228
N1 3.01230 1.27383 0.87423  0.164
C5 2.32926 2.23087 0.15804  -0.020
C6 1.27512 1.60011 -0.40549  -0.008
N2 1.33779 0.27171 -0.05573  0.014
C7 0.37561 -0.70253 -0.58039  -0.058
C8 -0.72876 -1.08575 0.36522  -0.252
C9 -1.20779 -0.21670 1.33277  -0.066
C10 -2.23496 -0.61256 2.16967  -0.066
C11 -2.79276 -1.87869 2.05192  -0.051
C12 -2.31885 -2.74123 1.07173  -0.057
C13 -1.29135 -2.34894 0.23656  -0.047
H1 4.18379 -2.96885 3.13731  0.074
H2 4.14305 -1.41692 4.00424  0.072
H3 5.63888 -2.00539 3.30074  0.084
H4 4.68841 -0.21527 1.93797  0.090
H5 4.91105 -1.69991 1.06517  0.121
H6 2.79395 -1.93702 0.49627  0.116
H7 3.85569 1.44109 1.39499  0.166
H8 2.61599 3.26301 0.07608  0.132
H9 0.51396 1.98421 -1.06368  0.150
H10 -0.04913 -0.19071 -1.44440  0.116
H11 0.92481 -1.57708 -0.91967  0.139
H12 -0.79243 0.77734 1.45846  0.110
H13 -2.59463 0.06952 2.92760  0.099
H14 -3.58300 -2.18022 2.72335  0.091
H15 -2.74588 -3.72947 0.97628  0.113
H16 -0.92490 -3.03607 -0.51594  0.118
C14 -1.05671 -0.58337 -5.90466  -0.051
C15 -1.25465 -0.14699 -4.46400  -0.487
C16 -2.20730 1.03098 -4.34877  -0.053
O1 0.00895 0.16479 -3.85723  -0.090
H17 -0.62771 0.23370 -6.49048  0.087
H18 -0.37541 -1.43188 -5.96019  0.081
H19 -2.00429 -0.86768 -6.36175  0.085
H20 -1.64104 -0.98497 -3.88031  0.134
H21 -1.80960 1.89218 -4.89198  0.086
H22 -2.34112 1.32142 -3.30565  0.074
H23 -3.18437 0.78853 -4.76594  0.084
H24 0.39280 0.89958 -4.35520  0.043
C17 -4.12324 -1.04794 6.77210  -0.057
C18 -4.71449 -1.11624 5.37331  -0.504
C19 -6.10795 -0.51152 5.31546  -0.056
O2 -4.72494 -2.46223 4.89306  -0.064
H25 -4.74459 -1.61418 7.47057  0.084
H26 -3.12220 -1.47898 6.78786  0.079
H27 -4.06673 -0.01873 7.12798  0.081
H28 -4.06089 -0.58248 4.67984  0.113
H29 -6.78425 -1.06302 5.97355  0.084
H30 -6.50819 -0.56330 4.30303  0.080
H31 -6.10074 0.53105 5.63483  0.082
H32 -5.29333 -2.97556 5.47776  0.091
C20 4.19076 2.07626 -4.50601  -0.049
C21 2.96972 2.97416 -4.40364  -0.468
C22 3.04161 3.90740 -3.20553  -0.050
O3 1.77478 2.18475 -4.33912  -0.075
H33 4.27298 1.44808 -3.61273  0.079
H34 4.11148 1.41986 -5.37133  0.086
H35 5.10642 2.66090 -4.59586  0.086
H36 2.87486 3.56312 -5.31581  0.145
H37 3.07839 3.31221 -2.28737  0.047
H38 2.15863 4.54524 -3.16211  0.086
H39 3.92821 4.54110 -3.22968  0.088
H40 1.84843 1.62685 -3.55579  0.066

Cartesian forces (eV/Å) of the 3 atoms listed first:
0.1886 -0.0744 -0.0099
0.0200 -0.0506 -0.0568
0.2371 0.1412 -0.1981